No. 1
110
Properties=species:S:1:pos:R:3:forces:R:3:lowdin_charge:R:1 method="wB97M-V/def2-TZVPD" e_lumo_ev=1.72 charge=-1
C 7.524494 -4.146256 1.947518 -0.15 0.05 0.44 -0.054
B 6.080023 -3.593193 1.508907 0.28 -0.36 -0.74 -0.771
O 5.095169 -4.619823 1.011561 0.09 0.21 0.03 -0.091
C 3.903068 -3.889702 0.981139 -0.17 -0.49 -0.41 -0.262
C 4.041488 -2.804467 2.078211 0.47 -0.65 0.36 -0.645
Cl 3.892927 -1.084209 1.309416 -0.24 0.17 -0.05 0.525
O 5.255194 -2.979929 2.627881 -0.22 0.46 -0.18 -0.052
H 7.969186 -3.428311 2.648484 0.03 -0.02 -0.03 0.041
H 8.204732 -4.204838 1.094969 -0.03 -0.11 -0.04 0.032
H 7.507877 -5.117546 2.456069 -0.04 -0.01 -0.04 0.040
H 6.222604 -2.779568 0.571443 -0.04 0.21 0.26 0.098
H 3.061504 -4.568887 1.170173 -0.07 0.15 0.22 0.116
H 3.723715 -3.454068 -0.012071 0.04 0.25 0.11 0.085
H 3.236720 -2.790857 2.811033 0.02 0.13 0.01 0.094
C 2.070019 -4.150305 -5.760641 -0.12 -0.01 -0.07 -0.048
O 2.408110 -4.296625 -4.382649 -0.01 0.01 -0.03 -0.002
C 3.718607 -4.196414 -4.122419 0.00 -0.01 0.14 -0.632
O 4.575209 -4.013473 -4.953731 -0.01 -0.05 -0.03 0.104
O 3.895667 -4.338586 -2.821074 -0.01 0.00 -0.05 0.016
C 5.261448 -4.237568 -2.376299 0.27 0.06 0.29 -0.001
H 0.989550 -4.250032 -5.819880 0.00 0.01 0.06 0.087
H 2.369033 -3.170652 -6.130029 0.05 -0.02 -0.01 0.096
H 2.546318 -4.925715 -6.359567 0.05 0.03 0.00 0.092
H 5.669042 -3.258030 -2.616800 -0.05 0.00 -0.10 0.106
H 5.863764 -5.014244 -2.841436 0.02 0.03 -0.05 0.078
H 5.268578 -4.372634 -1.296606 -0.16 -0.05 0.01 0.077
C 1.810425 0.468903 -0.799740 0.01 -0.05 -0.02 -0.052
O 1.538656 1.629111 -1.615117 0.01 -0.03 -0.05 0.014
C 0.694712 2.493658 -1.086245 -0.06 -0.01 0.04 -0.618
O 0.144960 2.400349 -0.014958 0.04 0.06 -0.09 0.104
O 0.528616 3.509254 -1.942704 0.02 0.01 -0.02 0.000
C -0.369283 4.521225 -1.486684 -0.06 0.13 -0.05 -0.045
H 2.510886 -0.138472 -1.361040 0.01 0.05 -0.03 0.084
H 2.258215 0.759272 0.144451 -0.04 0.04 0.03 0.043
H 0.890225 -0.085205 -0.623876 0.01 0.02 0.04 0.098
H -0.006136 4.974479 -0.565780 -0.02 -0.05 0.03 0.096
H -1.364012 4.109188 -1.323564 0.01 -0.01 0.06 0.096
H -0.408642 5.268930 -2.273987 0.03 -0.04 -0.03 0.085
C -0.501314 0.998260 2.592169 -0.01 -0.10 0.08 -0.028
O -1.475907 0.419852 3.483983 0.02 -0.01 -0.03 0.004
C -1.063804 0.259936 4.734198 -0.06 0.09 0.04 -0.633
O 0.010507 0.572262 5.178852 -0.02 0.03 0.01 0.121
O -2.060722 -0.290460 5.438506 0.03 -0.01 -0.04 -0.005
C -1.752684 -0.498117 6.818396 -0.04 -0.02 0.08 -0.043
H -0.988876 1.077081 1.631802 -0.06 0.00 -0.05 0.074
H -0.207224 1.985370 2.941327 0.03 -0.01 0.01 0.095
H 0.374651 0.355982 2.521746 0.02 0.03 0.03 0.101
H -1.538024 0.449019 7.310844 0.03 0.00 -0.01 0.091
H -0.901332 -1.168132 6.925119 0.03 0.03 -0.01 0.097
H -2.639968 -0.948363 7.254303 -0.01 0.00 -0.04 0.091
C -2.084875 -1.998461 -9.460279 0.02 0.04 -0.08 -0.040
O -3.242675 -2.458389 -8.756240 -0.01 -0.01 0.01 0.002
C -2.970981 -3.059221 -7.596887 -0.02 0.01 0.02 -0.626
O -1.874026 -3.229896 -7.133872 0.03 -0.01 -0.02 0.121
O -4.120211 -3.436205 -7.039192 0.00 0.01 -0.02 0.003
C -3.968628 -4.094367 -5.775579 -0.06 -0.04 0.07 -0.035
H -2.456858 -1.537578 -10.370345 -0.04 -0.01 0.02 0.092
H -1.540581 -1.267400 -8.865651 0.02 -0.03 0.02 0.098
H -1.428762 -2.831898 -9.703812 0.02 0.00 0.04 0.097
H -3.489877 -3.434076 -5.055461 0.04 -0.01 -0.02 0.099
H -3.379772 -5.002659 -5.886105 0.04 0.02 0.00 0.097
H -4.974551 -4.338251 -5.448163 -0.01 0.02 -0.04 0.092
C -2.882501 5.269039 10.143191 -0.01 0.04 0.08 -0.040
O -2.499363 5.668112 8.824368 -0.01 0.00 -0.02 -0.008
C -2.488463 4.669927 7.934740 0.04 0.03 0.00 -0.642
O -2.773822 3.525020 8.165357 0.01 -0.01 0.00 0.128
O -2.120486 5.168913 6.757510 0.00 0.00 0.01 -0.013
C -2.075632 4.202444 5.696918 0.04 -0.09 -0.17 -0.022
H -2.845962 6.170931 10.746987 0.01 0.02 -0.04 0.092
H -3.891216 4.859565 10.141880 0.02 -0.04 -0.01 0.097
H -2.188744 4.527837 10.535212 -0.02 -0.03 -0.02 0.098
H -3.062481 3.773837 5.529120 0.00 -0.03 0.06 0.102
H -1.361008 3.414480 5.927624 -0.03 -0.03 0.03 0.097
H -1.751644 4.743152 4.812771 0.01 0.06 0.05 0.097
C -3.254522 9.536471 -3.560982 0.00 0.08 0.05 -0.040
O -2.856855 8.183181 -3.325708 0.00 -0.02 0.00 0.003
C -3.096096 7.356309 -4.344087 0.01 -0.01 0.01 -0.625
O -3.600240 7.660440 -5.393938 0.00 0.00 0.01 0.123
O -2.681259 6.139940 -3.998408 0.02 0.01 0.03 -0.006
C -2.870594 5.137959 -5.003731 0.03 -0.11 0.00 -0.031
H -2.999605 10.080100 -2.656386 0.01 -0.04 0.01 0.093
H -2.716203 9.951237 -4.411116 -0.03 -0.02 -0.03 0.097
H -4.326009 9.594335 -3.743077 0.01 -0.01 -0.04 0.097
H -2.315282 5.391672 -5.904387 -0.03 0.03 -0.01 0.099
H -3.927347 5.029305 -5.239474 0.00 0.04 -0.03 0.097
H -2.485906 4.216761 -4.576682 0.01 0.03 0.03 0.093
C -4.864897 6.645801 6.255773 0.09 0.08 0.00 -0.026
O -6.237520 7.059572 6.244804 -0.01 0.01 -0.01 0.011
C -7.094506 6.090248 5.934193 -0.01 0.01 0.00 -0.624
O -6.810462 4.951094 5.671718 0.00 0.01 0.00 0.127
O -8.329992 6.596425 5.962358 0.02 0.01 0.01 0.000
C -9.354087 5.650654 5.643140 -0.09 0.01 -0.01 -0.042
H -4.286603 7.525495 6.519076 -0.04 0.02 0.02 0.102
H -4.709783 5.868188 6.998308 -0.05 -0.05 -0.02 0.087
H -4.567459 6.285277 5.273098 -0.02 -0.06 0.02 0.101
H -9.352321 4.828433 6.356251 0.03 -0.02 -0.02 0.097
H -9.214892 5.259959 4.636909 0.03 -0.03 0.01 0.097
H -10.290463 6.197137 5.705362 0.03 0.03 0.01 0.091
C 6.376358 -11.372745 -2.000595 0.02 -0.05 0.06 -0.046
O 6.381269 -9.951168 -2.120950 0.01 0.01 -0.01 0.008
C 5.993130 -9.497079 -3.313318 -0.01 0.01 0.01 -0.624
O 5.662869 -10.182513 -4.249216 0.01 0.00 0.01 0.113
O 6.035745 -8.171283 -3.288652 0.03 0.01 0.02 0.019
C 5.644318 -7.538150 -4.509091 -0.07 0.13 -0.16 -0.024
H 6.710251 -11.583599 -0.988974 0.00 0.04 0.00 0.092
H 5.373208 -11.767795 -2.152380 0.01 0.00 -0.04 0.095
H 7.057888 -11.822445 -2.721065 -0.03 0.00 -0.03 0.094
H 4.615610 -7.791577 -4.760419 0.02 -0.08 -0.01 0.102
H 6.306118 -7.831116 -5.322419 -0.03 -0.07 0.00 0.100
H 5.721335 -6.468846 -4.345652 0.04 -0.01 0.07 0.068

***

No. 2
13
Properties=species:S:1:pos:R:3:forces:R:3:lowdin_charge:R:1 method="wB97M-V/def2-TZVPD" e_lumo_ev=0.58 relative_energy_ev=1.528 smiles="Cl/C=C1/CSN=CN1"
C 1.707037 -0.939011 -0.227029 -2.61 3.04 -0.41 -0.420
C 0.405137 -0.398481 -0.178743 4.43 -1.21 0.99 -0.416
C -0.745993 -1.233575 0.257293 -2.17 0.94 1.13 -0.379
C -0.898033 1.651480 0.032218 -2.05 0.15 -1.73 -0.293
H 2.038197 -1.940760 -0.100581 -0.07 -0.49 -0.07 0.049
H -0.741269 -2.342962 0.101915 0.39 1.21 -0.28 0.094
H -0.933667 -1.064034 1.393484 0.34 -0.20 -1.85 0.114
H -0.937278 2.731871 0.241438 0.76 -0.53 0.07 0.123
H 1.161160 1.516078 -0.023337 0.51 0.33 0.15 0.051
N -2.085596 1.214555 -0.298762 1.50 -0.94 1.11 -0.324
N 0.312853 1.012012 -0.137663 -2.12 -1.45 0.31 0.018
S -2.282821 -0.485522 -0.623001 1.22 0.25 0.53 0.802
Cl 3.000271 0.278347 -0.437232 -0.15 -1.08 0.05 0.581

***

| no. | HOMO-LUMO gap (eV) | HOMO (eV) |
| --- | --- | --- |
| 1 | 6.51 | -4.796 |
| 2 | 8.65 | -8.067 |